{
  "formula": "C29H42Cl6F24O3",
  "method": "ωB97M-V/def2-TZVPD",
  "max_force_ha_per_bohr": 0.0770,
  "homo_energy_ev": -10.72,
  "lumo_energy_ev": 0.13,
  "e_tot_ha": -6513.736761,
  "spin_multiplicity": 1,
  "symbols": ["F", "C", "F", "C", "F", "F", "C", "O", "C", "F", "F", "C", "F", "F", "H", "H", "H", "H", "F", "C", "F", "C", "F", "F", "C", "O", "C", "F", "F", "C", "F", "F", "H", "H", "H", "H", "F", "C", "F", "C", "F", "F", "C", "O", "C", "F", "F", "C", "F", "F", "H", "H", "H", "H", "Cl", "C", "Cl", "Cl", "H", "Cl", "C", "Cl", "Cl", "H", "C", "C", "C", "C", "C", "C", "H", "H", "H", "H", "H", "H", "H", "H", "H", "H", "H", "H", "H", "H", "C", "C", "C", "C", "C", "C", "H", "H", "H", "H", "H", "H", "H", "H", "H", "H", "H", "H", "H", "H"],
  "coordinates": [[1.773, -5.193, 4.712], [1.607, -3.883, 4.861], [0.586, -3.526, 4.039], [1.344, -3.427, 6.294], [0.320, -4.092, 6.862], [1.018, -2.169, 6.361], [2.660, -3.543, 7.088], [3.698, -2.862, 6.375], [4.730, -2.402, 7.144], [4.242, -1.398, 7.894], [5.226, -3.405, 7.812], [5.880, -1.853, 6.237], [5.520, -0.867, 5.377], [6.942, -1.489, 6.948], [2.442, -3.281, 4.504], [2.985, -4.583, 7.099], [2.541, -3.240, 8.129], [6.315, -2.654, 5.639], [2.967, 3.726, 5.307], [2.406, 4.009, 4.084], [1.093, 3.793, 4.210], [2.911, 5.333, 3.544], [4.213, 5.088, 3.205], [2.764, 6.355, 4.388], [2.203, 5.780, 2.199], [3.147, 6.529, 1.519], [2.900, 6.630, 0.149], [3.404, 5.519, -0.362], [1.582, 6.646, -0.268], [3.609, 7.889, -0.396], [4.789, 8.077, 0.141], [3.584, 8.083, -1.713], [2.733, 3.165, 3.476], [1.256, 6.300, 2.341], [2.025, 4.874, 1.619], [2.999, 8.708, -0.013], [5.869, -2.275, -8.264], [6.789, -1.267, -8.071], [8.071, -1.674, -7.988], [6.536, -0.145, -9.176], [6.859, -0.601, -10.460], [7.385, 0.886, -8.931], [5.069, 0.303, -9.084], [4.636, 0.489, -7.703], [3.231, 0.512, -7.508], [2.599, 1.128, -8.521], [2.756, -0.703, -7.447], [2.910, 1.339, -6.213], [1.641, 1.311, -5.865], [3.552, 0.936, -5.076], [6.458, -0.797, -7.145], [4.411, -0.402, -9.592], [5.061, 1.295, -9.537], [3.324, 2.341, -6.327], [0.190, 0.393, 1.057], [-1.479, 0.243, 0.499], [-2.069, 1.112, -0.933], [-2.545, 0.785, 1.836], [-1.779, -0.790, 0.322], [-7.310, -0.927, -1.457], [-6.859, -2.434, -0.713], [-7.114, -2.292, 1.066], [-5.224, -2.923, -1.292], [-7.505, -3.275, -0.966], [-1.468, -9.182, -0.630], [-0.651, -8.464, -1.661], [0.257, -7.396, -1.088], [1.200, -6.718, -2.182], [1.891, -5.435, -1.582], [2.883, -4.687, -2.505], [-2.170, -9.854, -1.121], [-2.131, -8.494, -0.105], [-0.816, -9.829, -0.042], [-0.030, -9.203, -2.168], [-1.212, -7.864, -2.377], [0.803, -7.980, -0.348], [-0.368, -6.728, -0.496], [1.946, -7.432, -2.532], [0.564, -6.454, -3.027], [1.118, -4.740, -1.255], [2.526, -5.815, -0.781], [3.462, -3.913, -2.003], [3.653, -5.124, -3.140], [2.271, -4.169, -3.243], [-5.824, 5.318, 0.755], [-7.371, 5.125, 0.554], [-8.321, 5.730, 1.585], [-9.819, 5.335, 1.376], [-10.238, 3.876, 1.536], [-9.739, 3.161, 2.780], [-5.608, 6.386, 0.737], [-5.288, 4.874, -0.084], [-5.335, 4.908, 1.639], [-7.524, 5.413, -0.486], [-7.497, 4.049, 0.676], [-8.139, 6.803, 1.527], [-8.044, 5.500, 2.614], [-10.488, 6.001, 1.921], [-10.039, 5.623, 0.347], [-11.320, 3.827, 1.656], [-10.009, 3.343, 0.613], [-10.456, 2.361, 2.964], [-8.701, 2.897, 2.573], [-9.843, 3.754, 3.688]],
  "forces_ev_per_a": [[0.4014, -0.6019, 0.5478], [-0.4713, 1.8073, -1.1262], [-0.6536, 0.0303, 0.1528], [1.4387, -1.3224, 0.7924], [0.1247, -0.8331, 0.2444], [-0.7369, 2.5147, -0.8086], [0.3441, -1.7558, 0.1001], [-0.2007, 0.5416, -0.5409], [-0.9056, 1.6857, -2.6728], [0.5060, -0.1393, 1.1592], [0.7738, -0.7876, 1.9443], [0.3272, -1.4205, -1.5741], [-0.3502, -0.0371, 0.8404], [0.2214, 1.1328, 1.3021], [0.4861, -0.5308, -0.0185], [-0.3360, -0.2575, 0.1712], [-0.1494, 0.4520, -0.1907], [-0.8254, -0.4719, -0.3379], [-0.0868, 0.8456, -0.0950], [0.9602, -2.6443, 0.8220], [-0.9361, 1.2412, 0.0025], [-1.2788, 0.5066, -2.5128], [-0.2817, 0.3614, 0.9165], [0.6808, 0.0793, 0.8901], [0.0542, -1.9933, 0.8592], [-0.6812, 2.2547, -1.5662], [0.7887, -0.5025, 0.0728], [0.4258, -1.2202, -1.1856], [0.9339, 0.3919, 1.0215], [-2.9579, 2.0288, 1.6792], [1.8989, -0.6299, -0.0734], [0.5850, -1.1151, -0.8543], [0.4302, 0.4581, -0.6684], [0.1392, 0.0429, 0.3697], [-0.3173, -0.2519, 0.0611], [-0.3695, 0.1307, 0.2565], [1.1541, 0.0164, -0.4001], [-1.1178, 1.5314, -0.1973], [-0.7878, -0.2814, -0.4438], [0.7449, -1.8082, 0.3744], [-0.8741, 0.5173, 1.5103], [-0.4036, -0.2275, 0.1007], [-0.1504, 0.7249, -0.0141], [-0.9528, 0.0274, -0.2060], [1.7196, 0.8660, 0.7380], [-0.0086, 0.3275, -0.3194], [-0.4739, -1.3967, 0.1079], [1.9578, 0.5457, 0.8577], [-1.3521, 0.0310, -0.8327], [0.6598, -1.0407, -0.4239], [0.5759, -0.0656, 0.2666], [0.2164, 0.0296, -0.0854], [-0.2924, -0.1360, -0.3721], [-0.6165, 0.3374, -0.6550], [-0.3327, 0.0386, -0.8571], [-1.4772, -0.0331, 0.7202], [0.9855, 0.0383, -0.0878], [0.1279, -0.1341, 0.1300], [0.6855, 0.0879, 0.1007], [-0.1996, 0.0529, -0.2674], [0.0394, -0.6422, 0.4616], [0.7032, -0.1235, -0.5376], [-0.5221, 0.2277, 0.7320], [0.0024, 0.5042, -0.3811], [-0.8759, -0.3097, -0.7007], [0.4504, 0.9336, -0.8234], [1.1510, -0.7213, -0.1376], [-0.8533, 0.7069, 1.7710], [1.2748, -1.6445, -1.0314], [-0.7935, 1.0851, -0.8619], [0.0168, -0.2087, -0.1536], [0.4310, -0.0405, 0.6668], [-0.1955, 0.3819, 0.5792], [-0.0582, 0.0667, -0.4276], [-0.6948, -0.7788, -0.4178], [0.8405, 0.5275, 0.2602], [0.1623, 0.5969, -0.2767], [0.0008, -0.0319, 0.0688], [0.0196, 0.0894, -0.1792], [0.2339, -0.0384, 0.2839], [-0.5129, 0.1936, 0.6596], [-0.3477, 0.1121, 0.4739], [-0.2314, -1.2651, 0.3964], [-0.0197, 0.3539, -0.1469], [-0.5855, 0.6763, -0.2039], [1.5495, -1.5040, 1.1126], [-0.2130, 0.3433, -0.1125], [0.5548, 0.9586, -0.8750], [-0.5187, 0.5405, 0.4332], [-0.1569, 0.2197, -0.4195], [0.1863, 0.1303, 0.0295], [-0.1249, -0.0003, -0.1510], [-0.5741, -0.1038, 0.2920], [-0.6790, 0.0500, 0.1435], [-0.2305, -0.3211, -0.6725], [-0.6804, 0.3498, 0.0194], [0.3527, -0.4322, -0.0136], [0.2197, -0.0677, 0.5732], [-0.0935, -0.0589, -0.3106], [-0.2289, 0.3834, -0.5394], [0.1719, -0.3063, 0.1807], [0.7403, -0.7138, -0.1067], [-0.0571, -0.5768, 0.7429], [0.3762, 0.4192, -0.1249]]
}